{"formula": "HNOS2", "method": "ωB97M-V with the def2-TZVPD basis set", "charge": 0, "gap_ev": [7.06, 7.07], "e_homo_ev": [-10.513, -10.519], "e_above_lowest_kcal_mol": 54.12, "spin_multiplicity": 1, "elements": ["N", "O", "S", "S", "H"], "positions_angstrom": [[-0.076, 1.192, -0.150], [-2.333, 0.900, 0.262], [1.971, -0.475, -0.136], [-1.078, 0.171, 0.108], [1.516, -1.788, -0.084]], "lowdin_charge": [-0.350, -0.499, 0.407, 0.669, -0.227]}